(1)
Density functional theory data (ωB97M-V/def2-TZVPD) for 3 unconnected molecules or ions with the total composition C20H43NO8P.

```
73
Properties=species:S:1:pos:R:3:forces:R:3
C -3.1186 2.5041 1.3433 -0.2 0.5 0.1
C -3.3733 3.2025 0.0082 0.3 0.2 0.0
C -2.1416 4.0029 -0.4571 -0.6 -0.7 -0.1
C -3.9417 2.2934 -1.0910 0.0 -0.2 0.5
C -5.3403 1.8246 -0.6876 0.1 -0.1 -0.1
C -3.0873 1.0630 -1.4549 0.0 0.5 -0.7
O -1.7162 1.3226 -1.5655 0.0 -0.4 0.5
P -0.6063 0.3770 -0.6386 1.2 0.7 0.2
O 0.5156 -0.6814 0.2540 -0.4 0.3 -0.2
C -0.0780 -1.9435 0.3491 0.9 0.4 0.4
C -0.5512 -2.2668 -1.0771 -0.7 0.0 0.3
C 0.6849 -2.7898 -1.8603 -0.4 0.3 -0.9
C 1.3332 -1.7574 -2.7393 0.2 -0.2 0.5
N 2.4318 -1.1928 -2.4822 0.4 0.3 -0.4
C -1.7195 -3.2736 -1.1607 0.1 -0.6 0.4
C -2.0962 -3.9369 0.1560 0.2 -0.1 -0.3
O -2.8311 -5.1471 -0.0359 -0.2 -0.1 -0.3
O -1.0539 -1.0508 -1.5726 0.2 -0.2 -0.3
H -3.7970 1.6803 1.5300 0.0 -0.3 0.0
H -2.0880 2.2045 1.4475 0.3 -0.5 -0.1
H -3.3000 3.2322 2.1323 0.0 0.1 0.2
H -4.1504 3.9361 0.2120 -0.4 0.1 -0.1
H -1.9288 3.6735 -1.4639 0.3 0.2 -0.3
H -1.2778 3.7348 0.1303 0.4 0.2 0.2
H -2.3183 5.0667 -0.4447 0.1 0.3 0.1
H -4.0669 2.9049 -1.9844 0.2 0.2 -0.1
H -5.9606 1.5946 -1.5497 -0.1 -0.1 -0.1
H -5.8397 2.5850 -0.0997 -0.2 0.3 0.0
H -5.2950 0.9395 -0.0617 0.0 -0.3 0.1
H -3.3251 0.2379 -0.7812 0.3 -0.1 0.3
H -3.4359 0.7483 -2.4455 -0.2 -0.3 -0.1
H 0.4361 0.6606 -1.5779 -0.3 0.0 -0.2
H -0.1531 1.5340 0.1290 -0.1 -0.1 0.1
H -1.5621 0.0681 0.3774 -0.5 -0.1 -0.2
H 0.7068 -2.5868 0.7342 0.0 -0.6 -0.2
H -0.8443 -1.9907 1.1264 -0.5 0.3 -0.1
H 1.4350 -3.1942 -1.1973 0.2 -0.1 0.4
H 0.3922 -3.6036 -2.5222 -0.1 -0.2 -0.1
H 0.8385 -1.4996 -3.6681 -0.2 0.1 -0.1
H 2.7743 -1.5015 -1.5731 0.0 0.0 0.1
H -2.5910 -2.7791 -1.5612 -0.2 0.3 -0.1
H -1.4943 -4.0803 -1.8608 0.2 -0.1 -0.2
H -1.2101 -4.1710 0.7388 0.2 0.0 0.2
H -2.7024 -3.2419 0.7218 -0.3 -0.1 0.3
H -2.5733 -5.5029 -0.8994 -0.1 0.1 0.4
O -0.1634 6.1401 -1.0126 0.2 0.5 -0.1
C 0.7476 5.4887 -1.4431 0.0 -0.3 0.1
O 1.2747 4.5367 -0.6547 -0.1 0.2 0.1
C 2.1749 3.5277 -1.1142 0.2 -0.2 -0.1
C 3.6134 4.0061 -1.1038 0.0 0.2 0.0
C 1.3325 5.7325 -2.8170 -0.1 -0.3 -0.2
H 1.8677 3.1532 -2.0910 0.0 0.0 0.0
H 2.0493 2.7023 -0.4164 -0.1 0.0 0.0
H 3.7666 4.8434 -1.7869 0.0 0.0 -0.1
H 4.2838 3.1968 -1.3952 0.0 0.0 0.0
H 3.8884 4.3459 -0.1047 0.0 0.0 0.0
H 2.0772 6.5245 -2.7451 0.0 0.0 0.0
H 0.5294 6.0627 -3.4709 0.0 0.1 0.1
H 1.7852 4.8537 -3.2706 0.1 0.0 0.1
O 1.2491 -2.9232 3.0587 -0.1 -0.2 0.3
C 2.2937 -3.4863 3.1947 0.2 0.3 -0.2
O 2.3943 -4.4864 4.1073 -0.2 -0.1 0.0
C 3.5376 -5.3296 4.2107 0.2 0.0 0.0
C 4.6163 -4.7196 5.0830 0.0 0.1 0.0
C 3.5203 -3.0557 2.4222 0.0 -0.3 -0.3
H 3.9114 -5.5983 3.2213 0.0 0.0 0.0
H 3.1712 -6.2486 4.6667 -0.1 0.0 0.0
H 4.9958 -3.7900 4.6593 0.0 0.0 0.0
H 5.4516 -5.4118 5.1983 0.0 0.0 0.0
H 4.2140 -4.4886 6.0693 0.0 -0.1 0.0
H 3.9956 -2.2320 2.9527 0.0 0.0 0.0
H 3.1933 -2.6970 1.4488 -0.1 0.2 0.1
H 4.2496 -3.8464 2.2569 0.0 0.1 0.1
```
Forces are in eV/Å.

Computed properties:
spin multiplicity = 1
charge = -1
LUMO energy = 2.3 eV
E_HOMO = -4.29 eV
HOMO-LUMO gap = 6.602 eV
energy = -48596.019 eV
energy relative to the best compared isomer or geometry (same formula, charge and spin) = 0.000 eV

(2)
Density functional theory data (ωB97M-V/def2-TZVPD) for a molecular structure, C20H43OP3SSc.

```
69
Properties=species:S:1:pos:R:3:forces:R:3
Sc -0.0181 -0.0627 1.2591 -0.4 -0.2 0.8
P 1.9249 1.1634 2.2274 0.4 0.2 -0.5
P -1.8464 1.5929 1.3586 -0.9 1.2 -0.6
P 0.5372 0.8373 -1.0592 0.0 0.0 0.3
H -1.0288 -2.5779 0.6517 0.1 0.3 0.1
C -0.3234 -1.9133 0.1455 1.1 -1.7 -0.2
C 1.0328 -1.8480 0.6173 -0.1 -2.1 -1.0
H 1.3385 -2.4592 1.4785 -0.3 0.4 -0.1
C 2.3458 0.7101 3.8922 -1.0 -0.8 1.6
C 1.8856 2.9329 2.3372 0.6 1.3 -0.1
C 3.4145 0.7626 1.3740 1.7 0.2 -0.3
C -3.3690 1.0701 0.6038 -1.3 -0.4 -0.4
C -2.3487 2.0648 2.9903 -0.6 0.4 1.5
C -1.6012 3.2189 0.6360 -0.1 0.9 -0.2
C 1.6623 -0.1839 -1.9893 0.8 -0.5 -0.8
C 1.2517 2.4520 -1.2536 0.4 1.1 -0.6
C -0.9044 0.8625 -2.1224 -0.6 -0.1 -0.9
H -0.5257 -1.8298 -0.9178 0.0 0.2 0.0
H 1.8489 -1.7095 -0.0902 -0.2 0.1 0.2
H 2.3974 -0.3922 4.0328 0.3 0.8 -0.3
H 1.5724 1.0845 4.6423 1.5 -0.1 -1.0
H 3.2754 1.1528 4.1412 1.0 0.4 0.5
H 1.0769 3.2948 2.9795 0.1 -0.1 0.0
H 1.7782 3.4066 1.3479 0.1 -0.2 0.4
H 2.8542 3.2565 2.7701 -0.5 0.1 -0.2
H 3.5981 -0.3178 1.3826 0.0 0.2 0.1
H 4.2402 1.2751 1.9022 0.0 -0.3 -0.5
H 3.4049 1.1001 0.3315 0.0 -0.1 0.3
H -4.1255 1.8623 0.7524 0.2 -0.4 -0.1
H -3.7474 0.1360 1.0561 0.1 0.4 -0.1
H -3.2565 0.8869 -0.4738 0.0 0.1 0.3
H -3.1650 2.7993 2.8927 0.2 -0.2 0.1
H -1.5298 2.5398 3.5595 -0.4 -0.2 -0.5
H -2.7258 1.2205 3.5943 0.1 0.3 -0.5
H -2.5163 3.7963 0.8524 0.4 0.0 -0.2
H -1.4618 3.1928 -0.4488 -0.1 0.0 0.2
H -0.7434 3.7407 1.0857 -0.3 -0.1 -0.1
H 1.7462 0.2790 -2.9817 0.2 -0.2 0.1
H 1.3024 -1.2154 -2.1118 0.0 0.3 0.1
H 2.6633 -0.2251 -1.5295 -0.4 0.1 -0.2
H 1.2991 2.6533 -2.3362 0.1 0.2 0.3
H 2.2710 2.4879 -0.8489 -0.2 0.0 -0.2
H 0.6661 3.2488 -0.7739 0.2 -0.3 -0.2
H -0.5580 1.0960 -3.1435 -0.3 0.0 0.3
H -1.6386 1.6161 -1.8203 0.2 -0.1 -0.1
H -1.4080 -0.1177 -2.1371 0.2 0.3 0.0
C -0.5870 -2.6806 -5.8804 -0.2 0.3 0.0
C -1.7734 -2.9625 -6.6120 -0.6 -0.6 -0.5
C -2.0122 -4.2415 -7.1091 -0.4 1.4 0.2
C -1.0891 -5.2693 -6.8974 0.0 -0.4 -0.1
C 0.0832 -5.0104 -6.1804 0.7 0.9 0.7
C 0.3324 -3.7373 -5.6794 0.6 -1.0 0.1
S -0.2141 -1.1218 -5.2271 -0.7 -0.8 -0.7
H -1.3429 -0.4828 -5.6629 0.5 -0.3 0.1
H -2.4913 -2.1655 -6.7775 0.0 -0.2 -0.1
H -2.9278 -4.4348 -7.6666 0.2 0.1 0.1
H -1.2819 -6.2723 -7.2903 0.1 0.4 0.1
H 0.8084 -5.8017 -6.0095 -0.1 0.2 0.0
H 1.2449 -3.5318 -5.1203 -0.1 -0.2 -0.2
C 0.3629 -1.2933 5.1382 0.7 -0.6 0.6
C -0.0110 -0.0199 4.5457 -1.5 -0.6 -5.2
C -0.6028 1.0366 5.3838 -0.3 0.6 1.5
O -0.0416 0.0198 3.1985 -1.3 -0.4 6.6
H -0.5250 -1.6849 5.6498 0.1 0.0 0.2
H 1.1511 -1.1351 5.8953 -0.4 -0.2 0.0
H 0.7052 -2.0345 4.4161 -0.1 0.2 0.0
H -0.2557 2.0731 5.2210 -0.3 -0.6 -0.3
H -1.7203 1.0013 5.3760 0.9 0.0 -0.3
H -0.3581 0.8083 6.4315 0.1 0.0 -0.2
```
Forces are in eV/Å.

Computed properties:
spin multiplicity = 1
charge = +3
LUMO energy (spin up / spin down) = -8.7 / -11.3 eV
E_HOMO (spin up / spin down) = -17.11 / -15.33 eV
HOMO-LUMO gap (spin up / spin down) = 8.447 / 4.004 eV
energy = -82860.364 eV
energy relative to the best compared isomer or geometry (same formula, charge and spin) = 1.714 eV

(3)
Density functional theory data (ωB97M-V/def2-TZVPD) for a molecular structure, C20H44As2HfNOSi2.

```
71
Properties=species:S:1:pos:R:3:forces:R:3
Hf -13.3561 10.6717 -1.0374 -0.8 -0.2 -1.0
O -12.1286 11.7756 -2.2412 1.1 1.7 1.1
C -11.9557 13.4014 -1.8066 0.8 0.1 -1.9
C -10.8481 13.7801 -0.8189 0.2 -2.4 0.3
C -11.0110 13.0448 0.5824 0.7 -0.5 -0.6
C -12.4164 13.0145 1.1131 -0.7 -1.9 1.8
C -12.7777 13.8215 2.2007 0.7 1.0 0.3
C -14.0468 13.8412 2.7931 -0.5 -2.4 -2.3
C -14.9538 12.8939 2.1847 -1.0 1.2 1.2
C -14.5277 11.9872 1.2544 1.2 -0.4 -0.2
N -13.2393 11.9150 0.7867 0.0 3.2 -0.2
H -11.9060 11.6386 -3.1725 0.0 0.2 -0.1
H -12.9966 13.6092 -1.5467 0.3 0.2 0.0
H -11.6599 13.7952 -2.8122 -0.8 -0.2 0.9
H -10.8205 14.8700 -0.7091 -0.4 -0.1 -0.1
H -9.8698 13.5044 -1.2956 -0.8 0.2 0.6
H -10.2971 13.4572 1.3265 -0.6 0.0 -0.5
H -10.7142 11.9662 0.5269 0.0 0.7 -0.4
H -11.9557 14.4525 2.5892 -0.8 -0.1 -0.3
H -14.3830 14.4751 3.6008 0.3 0.1 0.0
H -16.0294 12.8830 2.4634 1.0 0.0 -0.1
H -15.1488 11.2019 0.8242 -0.7 0.0 0.4
C -14.5273 6.7092 -0.5087 -1.5 -0.5 2.1
C -13.0712 6.7062 -0.8556 0.1 -0.3 -0.5
As -12.0783 8.4082 -0.6122 0.9 -3.0 0.0
C -11.0814 8.1493 1.1106 -0.2 0.7 -0.4
C -10.9879 6.7911 1.8080 -0.9 0.0 0.1
C -10.5588 8.0285 -1.8701 -0.2 1.1 0.8
C -10.7976 7.9688 -3.3553 -1.3 0.9 0.3
H -15.0301 5.7051 -0.6587 0.7 1.1 -0.2
H -15.0827 7.4989 -1.0040 -0.1 -0.2 -0.4
H -14.7011 6.9183 0.5994 0.4 -0.3 -1.2
H -12.9528 6.5223 -1.9403 0.1 -0.2 0.5
H -12.5442 5.9283 -0.2568 0.0 0.7 -0.6
H -11.5496 8.9267 1.7289 0.6 -0.3 0.3
H -10.0790 8.4361 0.7785 -0.1 0.4 0.3
H -11.9683 6.4472 2.2171 0.7 0.2 -0.4
H -10.3224 6.9603 2.6686 -0.1 -0.3 -0.3
H -10.5645 6.0079 1.1638 -0.1 0.3 0.2
H -10.1659 7.0991 -1.4727 0.2 0.0 0.2
H -9.9448 8.8991 -1.5998 0.5 -0.6 -0.2
H -11.7955 7.5865 -3.5740 0.2 -0.6 -0.1
H -10.0339 7.3984 -3.8537 0.2 -0.1 -0.3
H -10.8562 8.9913 -3.7387 0.4 -0.1 -0.3
C -15.5956 6.7771 -4.2438 -1.9 0.2 0.8
Si -15.1238 8.4801 -4.7921 -0.5 -0.2 -1.4
C -16.4434 9.1320 -5.9672 -1.0 0.3 0.3
C -13.5830 8.5143 -5.8239 1.5 -0.3 -0.4
As -15.0174 9.8548 -2.7158 -0.1 1.0 0.0
Si -16.9018 11.5615 -3.1485 -1.0 -0.5 -0.8
C -16.5590 12.5060 -4.8172 0.9 0.8 1.8
C -16.8954 12.7324 -1.7015 -1.1 0.3 1.3
C -18.4790 10.4712 -3.0311 0.2 0.5 -0.7
H -16.1757 6.2688 -5.0794 1.0 0.5 0.9
H -16.3445 6.8820 -3.3810 1.0 -0.3 -1.1
H -14.7437 6.2030 -3.9059 0.1 -0.4 0.0
H -16.2400 8.8503 -7.0201 0.1 -0.3 0.7
H -16.5066 10.2135 -6.0068 0.2 0.3 0.0
H -17.4861 8.8305 -5.7086 0.8 -0.1 -0.2
H -13.5560 7.5484 -6.3985 -0.4 0.8 0.3
H -12.5770 8.5250 -5.3699 -0.6 0.1 0.2
H -13.5495 9.3351 -6.5612 -0.3 -0.3 0.3
H -17.3958 12.5631 -5.5074 -0.1 -0.2 0.1
H -15.6734 12.1031 -5.3122 -0.1 0.0 -0.1
H -16.2871 13.5670 -4.4956 -0.4 -1.2 -0.5
H -15.9562 13.2727 -1.6031 0.0 0.4 -0.1
H -17.0620 12.2318 -0.7045 0.1 0.2 -1.0
H -17.7750 13.4699 -1.7835 1.4 -0.9 -0.1
H -18.9943 10.3588 -4.0141 0.4 0.2 0.6
H -19.1756 10.9946 -2.3339 0.4 -0.6 -0.4
H -18.2258 9.4514 -2.7081 -0.3 0.4 0.2
```
Forces are in eV/Å.

Computed properties:
spin multiplicity = 1
charge = +3
LUMO energy (spin up / spin down) = -10.3 / -10.3 eV
E_HOMO (spin up / spin down) = -16.52 / -16.52 eV
HOMO-LUMO gap (spin up / spin down) = 6.197 / 6.196 eV
energy = -163704.218 eV
energy relative to the best compared isomer or geometry (same formula, charge and spin) = 0.000 eV